{
  "formula": "C7H16",
  "method": "wB97M-V/def2-TZVPD",
  "energy_ev": -7511.890,
  "relative_energy_kcal_mol": 161.6,
  "symbols": ["C", "C", "C", "C", "C", "C", "C", "H", "H", "H", "H", "H", "H", "H", "H", "H", "H", "H", "H", "H", "H", "H", "H"],
  "xyz": [[-0.01017, -0.88080, -0.10351], [0.66990, -2.18593, -0.76887], [-1.05792, -1.22038, 0.96358], [-0.61827, 0.05187, -1.22336], [1.27877, -0.19448, 0.36536], [-0.18092, 2.66387, 1.02103], [-0.28549, 2.22246, -0.22059], [1.18361, -2.57219, 0.08362], [-0.02527, -2.85245, -1.25394], [1.71032, -2.02742, -1.36865], [-1.08822, -0.18959, 1.62870], [-2.03617, -1.41893, 0.40739], [-0.91473, -2.14612, 1.61529], [-1.29131, 0.88155, -0.76091], [-1.15375, -0.40393, -2.27488], [0.38126, 0.70871, -1.78818], [1.78590, 0.40050, -0.50903], [1.04607, 0.53951, 1.46954], [1.93325, -1.02622, 0.91700], [0.56234, 2.22047, 1.62449], [-1.11321, 3.07704, 1.59206], [0.45380, 1.57357, -0.66892], [-1.22980, 2.77887, -0.74724]],
  "nbo_charge": [-0.1243, -0.6067, -0.6263, -0.5752, -0.6165, -0.4167, -0.4262, 0.2027, 0.2129, 0.2138, 0.2243, 0.2212, 0.2282, 0.2400, 0.2254, 0.1798, 0.2252, 0.1981, 0.2193, 0.1792, 0.1957, 0.2130, 0.2132]
}